The following is a quantum chemistry calculation of a molecular structure, C22H65Cu3NO14P, from OMol25.

Geometry as XYZ:
```
106
C22H65Cu3NO14P ωB97M-V/def2-TZVPD
Cu -2.9167 3.2366 32.7880
Cu -1.4327 1.0850 35.8788
Cu -4.8829 2.0813 37.7632
P -3.9121 2.0764 35.1798
O -4.1667 1.5585 33.7614
O -3.6242 0.9542 36.2542
O -5.0907 2.9851 35.7737
O -2.5951 2.9323 35.0776
C -0.0955 6.2650 32.8347
C -1.1314 5.5988 33.7406
O -0.7902 4.2823 33.9313
H -0.3680 7.3190 32.7800
H 0.0119 5.8322 31.8401
H 0.8980 6.2724 33.2829
H -2.1202 5.7109 33.2958
H -1.1679 6.0315 34.7404
H -1.4235 3.8081 34.4750
C -3.7364 -3.0856 37.6102
C -4.7911 -2.3223 36.7947
O -4.8535 -1.0114 37.4144
H -3.9262 -3.1842 38.6790
H -2.7347 -2.6664 37.5151
H -3.7347 -4.1230 37.2757
H -5.7470 -2.8377 36.8883
H -4.4978 -2.2640 35.7465
H -4.3637 -0.4409 36.8176
C -0.6028 0.0812 40.1692
C -1.8579 0.0206 39.2804
O -1.6486 -0.0550 37.8979
H 0.1304 0.8715 40.0077
H -0.0565 -0.8564 40.0667
H -0.9587 0.2664 41.1826
H -2.3804 0.9544 39.4881
H -2.4826 -0.8016 39.6296
H -2.5475 0.0410 37.5748
C -3.8558 -0.2359 30.3640
C -5.0491 0.6943 30.5235
O -4.4931 1.7543 31.2707
H -4.1251 -1.1411 29.8197
H -3.4953 -0.5962 31.3275
H -3.0596 0.2471 29.7976
H -5.8983 0.2898 31.0744
H -5.5142 1.0569 29.6068
H -4.6215 1.5396 32.1975
C -4.8050 7.5700 35.2558
C -4.2833 6.1824 35.5629
O -5.1534 5.5738 36.4865
H -5.8049 7.6927 34.8397
H -4.1035 8.0085 34.5459
H -4.7172 8.1842 36.1520
H -3.2994 6.3933 35.9819
H -4.2800 5.5186 34.6983
H -5.2903 4.6742 36.1805
C -7.9115 -1.2059 33.5818
C -6.7711 -0.4191 34.3435
O -5.5894 -0.6067 33.6188
H -7.5876 -2.2417 33.4805
H -8.1831 -0.7607 32.6247
H -8.7399 -1.3943 34.2648
H -6.6731 -0.8120 35.3555
H -6.8794 0.6645 34.3918
H -5.0628 0.1632 33.8456
C -1.2371 -2.3346 34.1051
C -2.2899 -1.2586 34.4192
O -1.9354 -0.0299 33.8655
H -1.6586 -3.2680 34.4781
H -0.3023 -2.1274 34.6261
H -1.0484 -2.5121 33.0463
H -2.4573 -1.2293 35.4959
H -3.2160 -1.5736 33.9383
H -2.7270 0.4590 33.6292
C -9.4289 2.9491 37.8708
C -7.9627 3.3425 37.6198
O -7.4902 2.4424 36.6515
H -10.0515 3.0504 36.9818
H -9.8507 3.6039 38.6333
H -9.5619 1.9447 38.2727
H -7.3284 3.2748 38.5037
H -7.8674 4.3721 37.2748
H -6.6733 2.7808 36.2776
C -0.7935 5.2422 38.7456
C -0.9662 4.3393 37.5386
O -2.0940 3.6725 37.5291
H -1.5125 6.0582 38.8186
H 0.1672 5.7521 38.6750
H -0.9240 4.6337 39.6404
H -0.0732 3.7229 37.4348
H -0.9281 5.0048 36.6762
H -2.3907 3.5134 36.6301
C -8.6217 4.6126 34.0850
C -7.9413 3.7704 33.0404
C -8.2317 4.1239 31.5986
O -9.6192 4.2139 31.3639
C -9.9771 4.4096 30.0023
N -6.5204 3.8044 33.3049
H -9.7032 4.6455 33.9532
H -8.2794 5.6447 34.0097
H -8.4887 4.1726 35.0733
H -8.2453 2.7410 33.2304
H -7.8991 3.3268 30.9337
H -7.7799 5.0764 31.3216
H -10.9647 4.0388 29.7280
H -9.3419 3.9177 29.2656
H -10.0286 5.4920 29.8847
H -6.3659 3.6525 34.2914
H -6.0877 2.9466 32.9936
```

- Spin multiplicity: 2
- Gap between HOMO and LUMO (spin up / spin down): 0.1071 / 0.2253 Ha
- Relative energy (zero: lowest compared OMol25 entry of this formula, charge and spin): 0.0 kcal/mol
- Charge: -1
- HOMO (spin up / spin down): -1.421 / -4.634 eV

***

The following is a quantum chemistry calculation of a single ClH2O3PS molecule, from OMol25.

Geometry as XYZ:
```
8
ClH2O3PS ωB97M-V/def2-TZVPD
O 1.5790 0.2244 -1.2980
O -0.2626 -0.1045 1.7082
O 0.6056 -0.6632 -0.7753
P -0.5545 0.0178 0.1659
S -0.5892 1.8891 -0.3440
Cl -1.9680 -1.4901 -0.2679
H 1.0999 1.0557 -1.1863
H 0.0897 -0.9293 1.9974
```

- Spin multiplicity: 3
- Gap between HOMO and LUMO (spin up / spin down): 0.2334 / 0.2409 Ha
- Relative energy (zero: lowest compared OMol25 entry of this formula, charge and spin): 22.7 kcal/mol
- HOMO (spin up / spin down): -5.875 / -10.783 eV